1.
74
Properties=species:S:1:pos:R:3:lowdin_spin:R:1 method="wB97M-V/def2-TZVPD" orbital_gap_ev="8.01 / 7.24" total_charge=+1 mol_weight_g_mol=700.0 relative_energy_kcal_mol=3.1 multiplicity=2
Fe 0.94316 0.32876 1.29372 0.970
Cl -3.00631 1.31844 2.95191 0.001
S -0.32679 -4.04751 2.04415 0.000
S 5.24776 -0.89237 2.27955 0.000
O 2.16557 3.42289 -0.83347 0.027
O -0.90370 0.63479 1.02368 0.007
O -1.14604 2.54906 -0.11721 0.004
N 4.18555 1.52917 1.80833 0.003
N -1.80019 -1.89216 1.40280 0.000
N -3.80863 -0.29217 -2.96079 0.000
N -2.03922 -0.33155 -4.62712 0.000
N 0.52283 -1.65296 1.69278 -0.004
N -2.59419 -2.35481 -3.39433 0.000
N 2.78446 -0.36716 1.82113 -0.006
N 0.75923 1.12729 3.10298 -0.013
N -1.48071 -0.50135 -2.26101 0.000
N 1.47258 2.06159 0.87290 0.015
N 1.51454 -0.04362 -0.60253 -0.013
C 1.62127 -2.44445 1.99958 0.000
C -0.58579 -2.37416 1.68366 0.000
C -3.34571 0.22204 -4.25537 0.000
C 0.30545 1.09666 5.43436 0.000
C 2.58163 -0.13897 -3.14555 0.002
C 1.60294 -1.20284 -1.24800 0.000
C 2.88097 -1.73346 2.04432 -0.001
C 0.47907 0.45888 4.22516 0.000
C 0.70363 3.16795 4.31033 0.000
C -1.62566 -1.95810 -2.37510 0.000
C -2.80683 0.05448 -1.95529 0.000
C -2.15835 -1.79034 -4.67717 0.000
C 2.46601 1.07251 -2.48225 -0.001
C -1.54887 1.70508 0.65243 0.002
C 1.93729 1.07336 -1.20734 0.001
C 0.41425 2.48053 5.47381 0.001
C 4.11815 -2.19358 2.30357 0.001
C 1.19367 3.12084 1.81619 0.000
C -3.88533 -1.75156 -3.05053 0.000
C -1.08168 0.01279 -3.57765 0.000
C 1.84849 2.33747 -0.39140 0.008
C 2.14724 -1.29502 -2.51796 -0.001
C -2.95074 1.83006 1.24305 -0.001
C 3.96595 0.20981 1.92676 0.002
C 1.36212 -3.74632 2.22677 0.000
C 0.87565 2.46164 3.13088 -0.002
H 5.12744 1.87637 1.76098 0.000
H -4.21831 -2.15036 -2.08939 0.000
H -0.10765 -0.40969 -3.83809 0.000
H 3.00252 -0.18189 -4.14152 0.000
H -3.26964 1.30922 -4.19963 0.000
H -0.98980 1.09969 -3.51433 0.000
H 0.27328 3.01537 6.40337 0.000
H 2.21461 -2.25817 -3.00425 0.000
H -1.85483 -0.88137 1.29004 0.000
H -3.27200 2.86321 1.18066 0.000
H 0.08067 0.52163 6.32073 0.000
H 2.03838 3.80901 1.92782 0.000
H 1.22137 -2.07406 -0.73094 0.000
H -2.72398 1.14019 -1.88642 0.000
H -2.62087 -2.43432 1.60455 0.000
H 2.04660 -4.53540 2.48662 0.000
H -1.18853 -2.21811 -4.94129 0.000
H -2.87977 -2.06390 -5.44867 0.000
H 2.77819 2.01419 -2.91182 0.000
H -1.94381 -2.35548 -1.40600 0.000
H -0.65320 -2.38998 -2.62992 0.000
H 0.34779 3.72674 1.47626 0.001
H -3.13257 -0.34300 -0.98960 0.000
H 0.38547 -0.61564 4.13159 0.000
H -3.65036 1.20383 0.69150 0.000
H -4.61800 -2.02410 -3.81184 0.000
H 4.43227 -3.20064 2.51760 0.000
H 0.79706 4.24565 4.30303 0.000
H 3.44785 2.07761 1.38822 0.000
H -4.07490 -0.03826 -5.02399 0.000

***

2.
71
Properties=species:S:1:pos:R:3:mulliken_charge:R:1 method="wB97M-V/def2-TZVPD" orbital_gap_ev=1.43 mol_weight_g_mol=772.3 relative_energy_kcal_mol=0.0
Cl -4.46498 0.42396 -5.68941 -0.182
Cl -5.60160 3.09986 -5.34510 -0.205
S 3.62985 0.61191 -0.48916 0.873
S 3.48925 -2.03742 -0.40072 1.382
P 6.75828 0.02251 1.12475 0.944
P 4.71374 0.74817 1.38444 0.237
Al -3.99571 1.13753 2.00573 0.737
Na -6.66796 -1.24273 1.50483 0.921
O -5.98009 1.19960 0.27103 -0.665
O 1.10677 -4.30150 0.54177 -0.487
O 4.56648 -2.97915 -0.43224 -0.687
O 6.93713 -7.59545 1.55988 -0.564
O -9.20344 2.70914 -0.00949 -0.557
O 7.22469 -0.57196 2.55592 -0.434
O 3.06524 -1.73001 0.96137 -0.587
O 4.82460 4.47560 2.06549 -0.467
O -7.95627 3.16572 -1.81699 -0.240
O 7.65308 1.38153 0.81919 -0.503
O 4.55483 -3.81108 4.33906 -0.665
O 4.76276 -7.52123 2.01454 -0.459
O 6.83688 -0.94285 0.04427 -0.531
O -5.85013 0.65053 -1.91033 -0.690
O -5.17739 -0.74790 -0.26250 -0.971
O 4.12961 1.72644 -1.28734 -0.743
O -0.93980 -0.38848 -1.13151 -0.189
O -8.47347 4.81376 -0.39517 -0.341
O 5.64018 -5.83740 1.18395 -0.387
O 2.21229 0.81020 -0.21523 -0.511
N 3.95810 -0.73368 -1.27867 -0.516
C -5.75635 1.37507 -4.94303 0.530
C -2.04354 1.74968 -1.31830 -1.040
C -7.54636 4.37534 -2.44628 -0.146
C -7.49620 5.34787 -1.29200 -0.356
C -5.68439 0.39387 -0.72534 0.699
C -0.83134 0.99921 -0.78432 0.382
C 1.07024 -3.27735 -0.07774 0.270
C -8.60411 3.48690 -0.67775 0.666
C 3.96458 -3.94368 3.16771 0.988
C 2.95876 -5.10396 3.23075 -0.991
C 5.84895 -7.02451 1.59136 0.795
C 2.08032 -2.90704 -1.17703 -0.861
C -0.69483 1.13238 0.71911 -0.257
Li -2.89253 -1.17248 0.40295 0.668
H 8.56243 1.20057 1.09914 0.295
H -2.97864 1.35318 -0.88591 -0.025
H -5.70443 1.25583 -3.86536 -0.321
H -1.98071 2.81446 -1.08880 0.378
H 4.83425 4.90468 1.18165 0.466
H 2.18004 -4.91163 3.97279 0.351
H -6.58483 4.24990 -2.93646 0.152
H 4.62190 -4.18740 2.27345 -0.076
H 1.56622 -2.25195 -1.88599 0.377
H 5.60709 4.72140 2.60063 0.455
H 3.98754 4.64365 2.54428 0.454
H 8.05882 -0.17034 2.82919 0.274
H 0.21671 -2.59813 0.14276 0.167
H -8.29197 4.65465 -3.19474 0.260
H -6.71088 1.01971 -5.31286 0.290
H 3.43121 -6.05823 3.46608 0.270
H 0.07555 1.37195 -1.25731 0.337
H 2.47972 -5.20684 2.25419 0.248
H -0.58678 2.17639 1.01825 0.443
H -6.52526 5.35212 -0.79180 0.258
H -1.73398 -0.75682 -0.73996 -0.013
H 4.86767 2.11688 1.70602 -0.322
H -7.74781 6.36516 -1.58351 0.310
H 2.39094 -3.85511 -1.61579 0.333
H -2.12556 1.63124 -2.39768 0.375
H 3.37216 -3.08663 2.78008 -0.235
H 0.17296 0.57565 1.07613 0.122
H -1.58047 0.70876 1.22903 -0.485

***

3.
31
Properties=species:S:1:pos:R:3:mulliken_charge:R:1 method="wB97M-V/def2-TZVPD" orbital_gap_ev="5.62 / 1.74" mol_weight_g_mol=252.4 relative_energy_kcal_mol=0.0
K -0.95024 -3.18577 4.39751 1.049
S 0.18834 -2.22098 2.14423 1.392
O 0.79700 -3.44009 2.69088 -0.828
O -1.14349 -2.39167 1.57908 -0.657
O 1.16747 -1.65428 0.98065 -0.346
O 0.25066 -1.16557 3.15320 -0.705
N -0.29437 1.85082 0.56431 2.554
N 0.39195 -0.60623 -2.31882 0.516
C 0.59355 0.57044 -1.38746 -1.494
C 0.96930 -1.78035 -2.16335 -1.112
C -1.39013 2.17970 1.50677 -2.032
C -0.62691 -0.39029 -3.35053 -1.099
C -0.56796 0.71012 -0.38123 -1.626
C 1.00235 1.78951 1.31054 -1.801
H 1.54772 0.44804 -0.87357 0.425
H 1.83408 1.79910 0.59493 -0.026
H 1.01034 0.89250 1.93005 0.450
H 1.13076 -2.21174 0.19172 0.266
H 0.60796 1.45703 -2.04344 0.396
H -1.52908 1.35102 2.21514 0.350
H 1.05512 2.68083 1.95263 0.643
H 0.36260 -2.69633 -2.32216 0.235
H -2.29352 2.36512 0.91787 0.401
H 1.99157 -1.83985 -1.74621 0.612
H -1.51358 0.94183 -0.87681 0.473
H -0.13232 -0.08937 -4.28937 0.262
H -0.19445 2.65176 -0.05847 0.654
H -1.30973 0.42602 -3.01705 0.384
H -1.08537 3.08475 2.04945 0.448
H -0.67221 -0.21244 0.21333 -0.081
H -1.19742 -1.31361 -3.56385 0.299

***

4.
72
Properties=species:S:1:pos:R:3:mulliken_charge:R:1 method="wB97M-V/def2-TZVPD" orbital_gap_ev=4.55 total_charge=+1 mol_weight_g_mol=460.9
S -3.27592 0.90912 -0.59227 -0.554
P 0.82356 2.26042 1.09387 0.697
P 0.69129 -2.02378 -2.04665 1.051
Mg -0.95468 0.87089 -0.20619 1.155
O 0.04862 -0.84491 0.31151 -0.996
N -5.03101 0.00460 1.23603 -0.191
N -3.02654 -0.77532 1.61408 0.383
N 0.61951 1.24124 -1.69765 0.274
C -3.84351 -1.46446 2.59859 -0.499
C -0.60484 -3.30656 -2.00874 0.588
C 2.27288 -2.63885 -2.68507 0.478
C -0.29098 4.19525 2.82834 -1.718
C 0.69134 3.37427 -0.37906 -0.887
C 2.09719 -3.38707 -4.02282 -1.461
C -0.50353 2.78771 2.27180 0.591
C -0.69204 1.73369 3.38050 -1.484
C -1.90005 -2.89803 -1.28708 -1.483
C 0.01105 -0.72547 -3.14215 -1.069
C -0.09621 -4.64577 -1.46883 -1.489
C 2.48846 2.57296 1.83014 0.404
C -5.24179 -0.91236 2.34334 -0.482
C 0.94386 2.69176 -1.73428 -0.934
C 1.00956 -1.20399 -0.47048 -1.624
C -3.76173 0.03272 0.80333 0.450
C 2.92286 4.04366 1.85613 -1.410
C 0.59039 0.68593 -3.06212 -1.310
C 2.67977 1.89947 3.19773 -1.565
C 3.06711 -3.42991 -1.62981 -1.555
H 1.43025 0.73579 -1.20604 0.139
H 0.66573 -5.09996 -2.11182 0.238
H 2.82464 -2.99840 -4.74838 0.332
H -5.94644 -1.69934 2.05146 0.311
H 1.60946 0.72760 -3.47905 0.443
H 2.37515 0.84622 3.19050 0.363
H 0.31554 -4.54845 -0.45619 0.331
H 3.05901 -2.93635 -0.65104 0.292
H -5.63851 -0.37306 3.20980 0.326
H -0.86269 -3.45320 -3.07365 0.452
H 2.68336 -4.45115 -1.50592 0.310
H -1.18628 4.48249 3.39931 0.445
H -1.07701 -0.69013 -2.95053 0.543
H 2.84474 -1.71859 -2.89629 0.530
H -3.80001 -2.54797 2.44219 0.292
H 2.07196 -0.90264 -0.28709 0.346
H -1.43018 2.80090 1.65892 0.484
H -2.64006 -3.69948 -1.43414 0.510
H 2.17749 4.69680 2.32787 0.182
H -0.03954 1.34870 -3.67251 0.477
H -2.04351 -1.00212 1.46755 -0.182
H -0.52226 0.70395 3.02827 0.228
H -5.76036 0.54547 0.78463 0.212
H 3.85375 4.12782 2.43329 0.437
H 1.98863 2.82262 -2.07358 0.402
H 0.13027 -1.07391 -4.17871 0.552
H 0.56610 4.24095 3.51429 0.284
H -0.15880 4.93891 2.03164 0.407
H -2.34103 -1.96810 -1.66830 0.252
H -1.72681 1.78608 3.74910 0.427
H 1.10145 -3.25573 -4.47006 0.401
H -0.93792 -5.34909 -1.40969 0.460
H 1.40290 4.20025 -0.26470 0.577
H 4.11566 -3.49830 -1.95154 0.472
H -0.02368 1.92023 4.23340 0.336
H 3.74847 1.93469 3.45089 0.488
H -1.74723 -2.79100 -0.20627 0.214
H 3.13091 4.42126 0.84860 0.365
H 2.28559 -4.46339 -3.91266 0.379
H -0.32596 3.80632 -0.37053 0.349
H 3.14110 2.03857 1.11430 0.341
H 0.30718 3.15957 -2.49993 0.363
H 2.14075 2.42075 4.00006 0.245
H -3.49644 -1.23279 3.61034 0.283

***

Across the entries above, electronic energy takes the values -118561.1897; -132872.1068; -44823.8314; -62823.9198 eV, respectively.